(1)
C6H12CdO9 | the ωB97M-V functional and the def2-TZVPD basis

Cartesian coordinates (Å):
Cd 10.70 18.00 -16.13
C 10.07 14.79 -18.99
C 10.90 15.75 -18.41
C 12.14 16.26 -19.23
O 12.75 17.29 -18.80
C 12.64 15.44 -20.24
C 11.96 14.26 -20.62
C 10.60 13.96 -20.01
O 9.84 13.10 -20.49
O 12.43 13.57 -21.55
O 10.74 16.38 -17.32
H 9.07 14.68 -18.60
H 13.55 15.76 -20.73
O 10.29 19.10 -17.92
H 9.64 18.89 -18.61
H 10.71 19.92 -18.22
O 10.71 20.05 -15.30
H 10.86 20.28 -14.37
H 10.65 20.90 -15.75
O 10.86 17.47 -14.12
H 10.16 17.07 -13.60
H 11.68 17.25 -13.65
O 8.60 17.82 -15.83
H 8.25 17.55 -14.97
H 7.82 17.88 -16.40
O 12.79 18.11 -16.49
H 13.48 18.48 -15.92
H 13.23 17.88 -17.34

For the energy, the calculation gives -1080.6102 hartree. As for the charge: 0. The spin multiplicity is 1. The LUMO energy comes out at -1.74 eV.

(2)
C6H12Cl12 | the ωB97M-V functional and the def2-TZVPD basis

Cartesian coordinates (Å):
Cl -3.48 3.98 1.93
C -2.73 5.70 2.05
Cl -3.82 6.76 1.10
H -2.84 5.99 3.10
H -1.70 5.70 1.69
Cl 4.08 7.53 2.14
C 4.47 5.79 2.19
Cl 6.20 5.53 2.56
H 3.89 5.37 3.01
H 4.18 5.14 1.37
Cl 1.70 -6.47 3.59
C 0.23 -5.51 3.43
Cl -0.81 -6.39 2.22
H -0.35 -5.52 4.35
H 0.52 -4.49 3.21
Cl 0.99 -3.57 -3.19
C 2.76 -3.71 -2.98
Cl 3.37 -2.09 -3.20
H 2.96 -3.99 -1.94
H 3.21 -4.37 -3.72
Cl -4.94 -4.31 -4.92
C -4.47 -3.22 -3.48
Cl -3.79 -1.69 -4.00
H -5.29 -2.93 -2.82
H -3.71 -3.71 -2.88
Cl -0.07 -0.46 0.07
C -0.25 0.90 -1.08
Cl 0.74 2.28 -0.50
H 0.26 0.72 -2.02
H -1.31 1.05 -1.31

The calculation puts the relative energy (zero: lowest compared OMol25 entry of this formula, charge and spin) at 137.6 kJ/mol. For the energy, the calculation gives -5758.0516 hartree. As for the charge: 0. Its SMILES is ClCCl.ClCCl.ClCCl.ClCCl.ClCCl.ClCCl. The spin multiplicity is 1. The LUMO energy comes out at 0.18 eV.

(3)
C6H12Cl2O2Si | the ωB97M-V functional and the def2-TZVPD basis

Cartesian coordinates (Å):
C 0.30 0.98 3.61
O 0.65 0.70 2.28
C -0.41 0.13 1.62
O -1.55 0.01 2.01
C -0.10 -0.40 0.23
C -0.51 -1.88 0.23
C -0.84 0.43 -0.79
Si -0.21 0.13 -2.52
C 1.57 0.58 -2.74
Cl -0.48 -1.86 -3.14
Cl -1.36 1.40 -3.77
H 0.93 0.41 4.30
H -0.77 0.80 3.82
H 0.46 2.06 3.80
H 0.99 -0.33 0.03
H -1.51 -1.95 0.61
H -0.48 -2.39 -0.73
H 0.15 -2.44 0.91
H -1.91 0.22 -0.78
H -0.70 1.50 -0.57
H 1.94 -0.03 -3.59
H 2.16 0.29 -1.89
H 1.66 1.64 -2.94

The calculation puts the relative energy (zero: lowest compared OMol25 entry of this formula, charge and spin) at 0.0 kJ/mol. For the energy, the calculation gives -1596.3071 hartree. As for the charge: 0. Its SMILES is COC(=O)[C@@H](C)C[Si](C)(Cl)Cl. The spin multiplicity is 1. The LUMO energy comes out at 0.61 eV.

(4)
C6H12Cl3O2ScZn | the ωB97M-V functional and the def2-TZVPD basis

Cartesian coordinates (Å):
Sc 0.00 0.00 0.00
Cl 0.00 1.61 -1.39
C -1.70 -0.92 0.27
H -1.64 -1.74 0.99
H -2.07 -1.34 -0.68
H -2.48 -0.22 0.61
Zn 0.70 0.08 -4.74
C -1.32 0.67 -4.64
C 2.29 1.22 -3.98
C 1.09 -1.59 -5.48
H 2.82 0.64 -3.21
H 3.02 1.42 -4.79
H 1.98 2.18 -3.55
H -1.89 -0.07 -4.06
H -1.47 1.66 -4.19
H -1.76 0.68 -5.65
H 0.33 -2.28 -5.89
H 2.10 -2.01 -5.56
Cl 1.12 0.03 4.92
C 0.92 1.54 4.00
Cl 2.51 2.31 3.77
C 0.29 1.25 2.68
O -0.87 1.79 2.37
O 0.88 0.45 1.83
H 0.27 2.23 4.59

The calculation puts the relative energy (zero: lowest compared OMol25 entry of this formula, charge and spin) at 252.4 kJ/mol. For the energy, the calculation gives -4306.8016 hartree. As for the charge: -2. The spin multiplicity is 1. The LUMO energy (spin up / spin down) comes out at 4.28 / 4.23 eV.

(5)
C6H12ClFeN2 | the ωB97M-V functional and the def2-TZVPD basis

Cartesian coordinates (Å):
C 1.02 -1.38 -1.96
Fe -0.57 -1.22 -0.83
N -2.35 -1.42 0.30
H -0.79 -2.64 -1.40
H -2.20 -1.89 1.20
H -1.19 -1.29 -2.25
H 1.07 -2.13 -2.75
H 1.91 -1.57 -1.35
H 1.29 -0.44 -2.46
H -2.73 -0.50 0.54
H -3.12 -1.93 -0.16
Cl 2.91 0.93 2.83
C 1.61 1.18 1.74
C 1.04 2.48 1.61
C -0.01 2.57 0.69
C -0.44 1.47 -0.01
N 0.11 0.25 0.15
C 1.14 0.08 1.02
H 1.45 3.29 2.20
H -0.50 3.53 0.52
H -1.24 1.52 -0.74
H 1.59 -0.91 1.11

For the energy, the calculation gives -2069.0754 hartree. As for the charge: -1. The spin multiplicity is 5. The LUMO energy (spin up / spin down) comes out at 3.22 / 3.15 eV.

(6)
C6H12ClNO3P | the ωB97M-V functional and the def2-TZVPD basis

Cartesian coordinates (Å):
C -1.69 -0.56 1.12
C -1.00 -1.23 -0.11
C -0.76 -2.77 0.26
C 0.35 -0.68 -0.66
C 0.88 0.71 -0.20
N 1.17 1.68 -1.33
P 0.14 3.06 -1.32
O 0.76 4.01 -0.07
Cl -1.83 2.48 -0.78
C 2.31 0.48 0.47
O 3.23 -0.07 -0.16
O 2.52 0.89 1.68
H -1.25 0.36 1.54
H -2.76 -0.32 0.84
H -1.79 -1.29 1.98
H -1.74 -1.27 -0.95
H -1.71 -3.35 0.30
H -0.12 -2.87 1.18
H -0.15 -3.18 -0.59
H 0.28 -0.66 -1.79
H 1.16 -1.43 -0.46
H 0.30 1.28 0.55
H 1.16 1.21 -2.23
H 0.56 3.50 0.74

For the energy, the calculation gives -1317.9343 hartree. As for the charge: -1. Its SMILES is CC(C)C[C@H](NP(O)Cl)C(=O)[O-]. The spin multiplicity is 1. The LUMO energy comes out at 3.12 eV.

Question: What is the charge in the second record?
Answer: 0

Question: charge of number 1 (C6H12CdO9)?
Answer: 0